{
  "formula": "C46H88N2O6S",
  "method": "ωB97M-V/def2-TZVPD",
  "charge": 0,
  "smiles": "O=[N+]([O-])c1ccccc1.O=[N+]([O-])c1ccccc1.O=S1(=O)CCCC1.CCCCCC.CCCCCC.CCCCCC.CCCCCC.CCCCCC",
  "e_lumo_ev": -0.807,
  "total_energy_ev": -75224.31895,
  "elements": ["C", "C", "C", "C", "C", "C", "N", "O", "O", "H", "H", "H", "H", "H", "C", "C", "C", "C", "C", "C", "N", "O", "O", "H", "H", "H", "H", "H", "C", "C", "C", "C", "C", "C", "H", "H", "H", "H", "H", "H", "H", "H", "H", "H", "H", "H", "H", "H", "C", "C", "C", "C", "C", "C", "H", "H", "H", "H", "H", "H", "H", "H", "H", "H", "H", "H", "H", "H", "C", "C", "C", "C", "C", "C", "H", "H", "H", "H", "H", "H", "H", "H", "H", "H", "H", "H", "H", "H", "C", "C", "C", "C", "C", "C", "H", "H", "H", "H", "H", "H", "H", "H", "H", "H", "H", "H", "H", "H", "C", "C", "C", "C", "C", "C", "H", "H", "H", "H", "H", "H", "H", "H", "H", "H", "H", "H", "H", "H", "C", "C", "C", "S", "O", "O", "C", "H", "H", "H", "H", "H", "H", "H", "H"],
  "xyz": [[2.606, 6.238, 6.746], [2.163, 4.981, 6.366], [1.576, 4.813, 5.130], [1.307, 5.917, 4.350], [1.621, 7.202, 4.761], [2.324, 7.339, 5.945], [0.705, 5.734, 3.021], [0.439, 4.597, 2.681], [0.509, 6.721, 2.337], [3.116, 6.436, 7.680], [2.342, 4.107, 6.978], [1.241, 3.847, 4.780], [1.258, 8.095, 4.275], [2.608, 8.335, 6.260], [-3.918, -4.831, 0.531], [-4.329, -5.964, 1.214], [-5.438, -5.920, 2.048], [-6.156, -4.746, 2.106], [-5.805, -3.652, 1.339], [-4.690, -3.681, 0.516], [-7.278, -4.627, 3.041], [-7.907, -3.587, 3.044], [-7.563, -5.609, 3.692], [-3.048, -4.952, -0.106], [-3.788, -6.895, 1.121], [-5.692, -6.780, 2.649], [-6.426, -2.768, 1.416], [-4.395, -2.818, -0.064], [2.855, -2.817, -2.567], [2.254, -1.707, -3.436], [1.604, -2.241, -4.726], [2.632, -2.643, -5.764], [2.059, -3.203, -7.056], [1.194, -2.278, -7.869], [3.933, -2.743, -2.440], [2.552, -3.816, -2.902], [2.417, -2.837, -1.561], [1.496, -1.201, -2.838], [3.021, -0.979, -3.715], [0.879, -1.503, -5.083], [1.041, -3.131, -4.420], [3.325, -1.813, -5.949], [3.256, -3.426, -5.313], [2.875, -3.616, -7.659], [1.468, -4.102, -6.832], [0.806, -2.863, -8.707], [0.329, -1.952, -7.287], [1.701, -1.392, -8.250], [-0.988, -3.947, -2.496], [-1.671, -3.876, -3.861], [-1.506, -5.158, -4.658], [-1.769, -5.028, -6.167], [-3.208, -4.698, -6.526], [-3.408, -4.561, -8.043], [-1.043, -2.989, -1.979], [0.078, -4.174, -2.561], [-1.483, -4.686, -1.861], [-2.732, -3.671, -3.690], [-1.301, -3.006, -4.416], [-2.237, -5.895, -4.292], [-0.532, -5.629, -4.498], [-1.095, -4.257, -6.574], [-1.419, -5.948, -6.647], [-3.835, -5.481, -6.085], [-3.508, -3.766, -6.041], [-2.807, -3.727, -8.396], [-3.177, -5.498, -8.553], [-4.467, -4.407, -8.261], [-1.836, 1.934, 4.231], [-0.889, 0.882, 4.820], [-0.309, 1.302, 6.156], [0.632, 0.267, 6.806], [0.164, -1.170, 6.709], [0.888, -2.068, 7.679], [-2.748, 2.097, 4.805], [-2.032, 1.779, 3.174], [-1.320, 2.905, 4.285], [-1.444, -0.063, 4.832], [-0.093, 0.677, 4.091], [-1.152, 1.532, 6.815], [0.258, 2.214, 5.955], [1.663, 0.484, 6.504], [0.685, 0.513, 7.878], [-0.906, -1.107, 6.923], [0.320, -1.544, 5.696], [1.963, -2.071, 7.474], [0.729, -1.855, 8.737], [0.606, -3.120, 7.550], [-3.366, 4.628, -3.830], [-2.502, 5.750, -4.421], [-2.322, 6.976, -3.502], [-1.654, 6.705, -2.172], [-0.203, 6.246, -2.262], [0.313, 5.845, -0.885], [-4.380, 4.653, -4.231], [-3.501, 4.725, -2.748], [-2.931, 3.642, -3.994], [-1.535, 5.348, -4.718], [-3.009, 6.157, -5.298], [-3.269, 7.508, -3.393], [-1.682, 7.643, -4.096], [-1.685, 7.624, -1.572], [-2.235, 5.989, -1.579], [-0.160, 5.408, -2.964], [0.429, 7.057, -2.631], [1.328, 5.446, -0.886], [0.450, 6.746, -0.276], [-0.446, 5.267, -0.358], [2.550, -0.898, 2.006], [3.816, -1.571, 2.531], [5.075, -0.814, 2.171], [6.334, -1.453, 2.757], [6.580, -1.192, 4.236], [6.594, 0.257, 4.691], [2.632, -0.748, 0.922], [2.411, 0.111, 2.410], [1.626, -1.448, 2.185], [3.687, -1.658, 3.620], [3.831, -2.628, 2.244], [4.958, 0.187, 2.592], [5.180, -0.756, 1.087], [6.305, -2.540, 2.626], [7.185, -1.117, 2.153], [5.922, -1.799, 4.872], [7.535, -1.659, 4.516], [7.372, 0.811, 4.165], [5.653, 0.771, 4.484], [6.714, 0.280, 5.774], [-0.211, 2.178, -1.378], [-0.908, 2.292, -0.027], [-0.995, 0.884, 0.589], [-1.012, -0.239, -0.809], [-2.318, -0.854, -0.874], [0.175, -1.059, -0.785], [-0.806, 0.975, -2.093], [0.842, 1.960, -1.175], [-0.321, 3.065, -1.995], [-1.908, 2.716, -0.163], [-0.386, 2.941, 0.674], [-1.848, 0.690, 1.224], [-0.007, 0.739, 1.028], [-1.789, 1.213, -2.511], [-0.256, 0.543, -2.927]]
}

=====

{
  "formula": "C46H92FN6O6PSi",
  "method": "ωB97M-V/def2-TZVPD",
  "charge": 0,
  "smiles": "CC(C)=CCC[C@@H](C)CCP(CCF)CCCCCCCC[Si](C)(C)c1ccccc1.CN(C)C=O.CN(C)C=O.CN(C)C=O.CN(C)C=O.CN(C)C=O.CN(C)C=O",
  "e_lumo_ev": 0.519,
  "total_energy_ev": -90301.89095,
  "elements": ["C", "C", "C", "C", "C", "C", "C", "C", "C", "C", "P", "C", "C", "F", "C", "C", "C", "C", "C", "C", "C", "C", "Si", "C", "C", "C", "C", "C", "C", "C", "C", "H", "H", "H", "H", "H", "H", "H", "H", "H", "H", "H", "H", "H", "H", "H", "H", "H", "H", "H", "H", "H", "H", "H", "H", "H", "H", "H", "H", "H", "H", "H", "H", "H", "H", "H", "H", "H", "H", "H", "H", "H", "H", "H", "H", "H", "H", "H", "H", "H", "H", "C", "O", "N", "C", "C", "H", "H", "H", "H", "H", "H", "H", "C", "O", "N", "C", "C", "H", "H", "H", "H", "H", "H", "H", "C", "O", "N", "C", "C", "H", "H", "H", "H", "H", "H", "H", "C", "O", "N", "C", "C", "H", "H", "H", "H", "H", "H", "H", "C", "O", "N", "C", "C", "H", "H", "H", "H", "H", "H", "H", "C", "O", "N", "C", "C", "H", "H", "H", "H", "H", "H", "H"],
  "xyz": [[5.034, -2.034, -2.193], [5.334, -1.314, -0.874], [5.731, -2.148, 0.344], [5.265, 0.057, -0.819], [4.302, 0.813, 0.078], [4.787, 2.183, 0.626], [4.626, 3.405, -0.303], [5.090, 3.186, -1.753], [3.199, 4.024, -0.253], [2.089, 3.197, -0.959], [0.774, 4.149, -1.862], [1.448, 5.790, -2.427], [2.823, 5.697, -3.106], [3.703, 6.585, -2.495], [-0.513, 4.594, -0.578], [-1.888, 4.598, -1.294], [-3.021, 5.141, -0.403], [-4.402, 4.709, -0.993], [-5.500, 4.650, 0.095], [-6.384, 3.394, -0.085], [-7.453, 3.345, 1.044], [-8.913, 3.292, 0.519], [-9.729, 1.576, 0.556], [-11.349, 1.787, 1.523], [-8.685, 0.267, 1.424], [-10.171, 1.049, -1.219], [-9.224, 1.087, -2.247], [-9.587, 0.731, -3.547], [-10.903, 0.340, -3.788], [-11.844, 0.262, -2.769], [-11.482, 0.619, -1.466], [4.561, -3.002, -2.022], [5.939, -2.252, -2.784], [4.423, -1.375, -2.807], [6.794, -2.025, 0.552], [5.556, -3.200, 0.105], [5.094, -1.870, 1.190], [5.914, 0.620, -1.495], [4.144, 0.166, 0.956], [3.341, 0.857, -0.438], [5.850, 2.072, 0.860], [4.217, 2.373, 1.544], [5.274, 4.189, 0.103], [4.504, 2.450, -2.307], [6.116, 2.803, -1.733], [5.144, 4.149, -2.264], [2.947, 4.077, 0.815], [3.225, 5.064, -0.589], [1.574, 2.619, -0.182], [2.487, 2.452, -1.647], [1.433, 6.499, -1.594], [0.737, 6.159, -3.171], [2.731, 6.001, -4.152], [3.223, 4.682, -3.113], [-0.491, 3.887, 0.254], [-0.289, 5.608, -0.217], [-1.774, 5.257, -2.162], [-2.065, 3.568, -1.614], [-2.961, 6.235, -0.444], [-2.911, 4.824, 0.637], [-4.636, 5.403, -1.803], [-4.223, 3.725, -1.438], [-6.178, 5.495, -0.073], [-5.062, 4.690, 1.093], [-6.855, 3.485, -1.070], [-5.762, 2.493, -0.083], [-7.211, 2.529, 1.730], [-7.358, 4.266, 1.628], [-8.987, 3.727, -0.485], [-9.507, 3.954, 1.160], [-11.774, 0.796, 1.717], [-11.185, 2.365, 2.432], [-12.055, 2.340, 0.891], [-7.763, 0.070, 0.868], [-9.288, -0.641, 1.508], [-8.414, 0.645, 2.414], [-8.197, 1.390, -2.059], [-8.905, 0.766, -4.389], [-11.219, 0.087, -4.797], [-12.858, -0.059, -2.981], [-12.226, 0.553, -0.682], [7.543, -5.566, -0.975], [6.811, -4.700, -1.424], [8.841, -5.396, -0.680], [9.659, -6.474, -0.145], [9.437, -4.091, -0.906], [7.183, -6.589, -0.771], [10.053, -6.184, 0.831], [10.493, -6.669, -0.823], [9.078, -7.379, -0.031], [8.913, -3.336, -0.317], [9.350, -3.820, -1.959], [10.485, -4.112, -0.620], [6.739, 6.695, -0.379], [7.237, 5.637, -0.712], [7.221, 7.499, 0.591], [6.581, 8.749, 0.943], [8.421, 7.090, 1.301], [5.827, 7.089, -0.859], [7.275, 9.579, 0.792], [6.276, 8.729, 1.992], [5.701, 8.909, 0.323], [9.246, 6.974, 0.597], [8.253, 6.130, 1.790], [8.681, 7.838, 2.046], [-10.402, 2.417, -7.833], [-10.548, 2.422, -9.039], [-10.411, 3.514, -7.051], [-10.231, 3.438, -5.614], [-10.609, 4.810, -7.676], [-10.245, 1.483, -7.265], [-11.110, 3.847, -5.111], [-9.349, 4.014, -5.324], [-10.096, 2.406, -5.302], [-11.567, 4.828, -8.196], [-9.821, 4.993, -8.407], [-10.591, 5.590, -6.918], [8.766, -9.994, 1.696], [9.411, -9.108, 1.147], [7.564, -9.800, 2.268], [6.796, -10.856, 2.925], [6.999, -8.462, 2.225], [9.125, -11.021, 1.765], [5.833, -10.956, 2.418], [6.623, -10.575, 3.967], [7.306, -11.830, 2.911], [6.879, -8.143, 1.188], [7.670, -7.759, 2.722], [6.032, -8.454, 2.721], [9.634, -13.865, 3.402], [8.999, -12.941, 2.915], [10.940, -13.811, 3.696], [11.650, -14.936, 4.274], [11.665, -12.578, 3.423], [9.169, -14.834, 3.641], [12.069, -14.652, 5.240], [12.460, -15.242, 3.610], [10.974, -15.777, 4.416], [11.217, -11.755, 3.980], [11.606, -12.341, 2.360], [12.706, -12.691, 3.713], [-9.285, 2.072, 4.936], [-9.772, 2.910, 4.201], [-9.962, 1.402, 5.887], [-9.327, 0.412, 6.734], [-11.377, 1.685, 6.064], [-8.221, 1.788, 4.878], [-9.812, -0.557, 6.601], [-9.411, 0.711, 7.781], [-8.273, 0.317, 6.478], [-11.914, 1.478, 5.137], [-11.515, 2.738, 6.310], [-11.779, 1.068, 6.863]]
}

=====

{
  "formula": "C46H94O28",
  "method": "ωB97M-V/def2-TZVPD",
  "charge": 0,
  "smiles": "CCCCCCCCCOC[C@H](CCCCCCCOC)OCCOC.COC(=O)OC.COC(=O)OC.COC(=O)OC.COC(=O)OC.COC(=O)OC.COC(=O)OC.COC(=O)OC.COC(=O)OC",
  "e_lumo_ev": 0.247,
  "total_energy_ev": -106554.00820,
  "elements": ["C", "C", "C", "C", "C", "C", "C", "C", "C", "O", "C", "C", "C", "C", "C", "C", "C", "C", "C", "O", "C", "O", "C", "C", "O", "C", "H", "H", "H", "H", "H", "H", "H", "H", "H", "H", "H", "H", "H", "H", "H", "H", "H", "H", "H", "H", "H", "H", "H", "H", "H", "H", "H", "H", "H", "H", "H", "H", "H", "H", "H", "H", "H", "H", "H", "H", "H", "H", "H", "H", "H", "H", "C", "O", "C", "O", "O", "C", "H", "H", "H", "H", "H", "H", "C", "O", "C", "O", "O", "C", "H", "H", "H", "H", "H", "H", "C", "O", "C", "O", "O", "C", "H", "H", "H", "H", "H", "H", "C", "O", "C", "O", "O", "C", "H", "H", "H", "H", "H", "H", "C", "O", "C", "O", "O", "C", "H", "H", "H", "H", "H", "H", "C", "O", "C", "O", "O", "C", "H", "H", "H", "H", "H", "H", "C", "O", "C", "O", "O", "C", "H", "H", "H", "H", "H", "H", "C", "O", "C", "O", "O", "C", "H", "H", "H", "H", "H", "H"],
  "xyz": [[-6.976, 2.390, -8.240], [-6.439, 1.472, -9.353], [-6.040, 0.093, -8.846], [-4.649, 0.084, -8.220], [-4.101, -1.337, -8.088], [-4.533, -1.975, -6.747], [-3.595, -3.148, -6.392], [-3.149, -3.074, -4.921], [-1.663, -2.799, -4.803], [-1.233, -2.634, -3.454], [-1.312, -3.886, -2.807], [-0.717, -3.755, -1.419], [0.805, -3.671, -1.495], [1.446, -2.692, -0.513], [1.820, -3.446, 0.762], [2.131, -2.525, 1.948], [3.532, -2.713, 2.504], [3.737, -1.767, 3.688], [4.597, -2.346, 4.776], [5.966, -2.335, 4.415], [6.756, -2.303, 5.572], [-1.047, -4.915, -0.678], [-2.294, -4.801, -0.014], [-2.369, -3.751, 1.101], [-2.470, -4.370, 2.365], [-2.965, -3.365, 3.283], [-6.927, 1.933, -7.264], [-7.988, 2.677, -8.478], [-6.401, 3.305, -8.220], [-5.621, 1.924, -9.894], [-7.235, 1.331, -10.073], [-6.015, -0.592, -9.686], [-6.810, -0.253, -8.165], [-4.656, 0.539, -7.239], [-4.006, 0.687, -8.851], [-3.023, -1.280, -8.060], [-4.456, -1.984, -8.880], [-5.551, -2.340, -6.785], [-4.462, -1.188, -6.011], [-4.067, -4.096, -6.593], [-2.715, -3.120, -7.022], [-3.401, -4.015, -4.448], [-3.654, -2.301, -4.357], [-1.513, -1.853, -5.295], [-1.068, -3.535, -5.341], [-2.335, -4.210, -2.673], [-0.742, -4.615, -3.380], [-1.135, -2.845, -0.993], [1.179, -4.637, -1.184], [1.137, -3.509, -2.510], [0.824, -1.830, -0.313], [2.384, -2.352, -0.938], [0.952, -4.020, 1.053], [2.629, -4.134, 0.565], [1.431, -2.679, 2.760], [2.012, -1.499, 1.622], [3.685, -3.710, 2.890], [4.281, -2.498, 1.754], [4.198, -0.839, 3.373], [2.785, -1.521, 4.140], [4.486, -1.702, 5.637], [4.274, -3.336, 5.103], [7.762, -2.584, 5.301], [6.396, -2.983, 6.339], [6.751, -1.310, 6.016], [-2.450, -5.756, 0.468], [-3.125, -4.677, -0.702], [-3.225, -3.115, 0.879], [-1.484, -3.123, 1.091], [-4.029, -3.531, 3.367], [-2.737, -2.375, 2.917], [-2.486, -3.556, 4.230], [-3.857, -4.356, 7.495], [-4.457, -3.166, 6.976], [-4.405, -2.115, 7.797], [-3.923, -2.104, 8.896], [-5.070, -1.105, 7.225], [-5.198, 0.063, 8.048], [-3.983, -5.125, 6.739], [-2.795, -4.204, 7.675], [-4.355, -4.670, 8.410], [-4.230, 0.497, 8.291], [-5.734, -0.192, 8.959], [-5.776, 0.794, 7.489], [7.948, 4.188, 7.990], [7.743, 2.868, 7.479], [7.165, 2.832, 6.280], [6.817, 3.787, 5.638], [7.019, 1.558, 5.926], [6.392, 1.378, 4.653], [8.421, 4.078, 8.961], [8.607, 4.755, 7.335], [6.999, 4.707, 8.112], [6.988, 1.828, 3.862], [5.388, 1.800, 4.660], [6.319, 0.308, 4.478], [0.570, -0.515, -4.722], [0.725, 0.889, -4.962], [1.790, 1.202, -5.692], [2.589, 0.421, -6.140], [1.819, 2.521, -5.845], [2.922, 3.001, -6.621], [-0.318, -0.652, -4.122], [0.450, -1.050, -5.662], [1.425, -0.903, -4.171], [2.885, 2.597, -7.631], [3.866, 2.749, -6.144], [2.831, 4.081, -6.669], [-0.044, -5.985, 2.630], [0.820, -6.240, 3.751], [0.337, -7.110, 4.627], [-0.722, -7.676, 4.559], [1.232, -7.251, 5.608], [0.840, -8.167, 6.630], [0.463, -5.266, 1.995], [-0.207, -6.899, 2.059], [-0.991, -5.564, 2.954], [0.702, -9.165, 6.220], [-0.072, -7.831, 7.119], [1.646, -8.189, 7.357], [-1.144, 6.143, 7.727], [-2.136, 5.137, 7.490], [-1.666, 4.047, 6.894], [-0.528, 3.869, 6.556], [-2.667, 3.181, 6.746], [-2.305, 1.935, 6.135], [-1.639, 6.979, 8.212], [-0.363, 5.764, 8.383], [-0.714, 6.488, 6.789], [-1.571, 1.406, 6.741], [-1.923, 2.086, 5.127], [-3.212, 1.338, 6.081], [-3.095, 7.678, 5.243], [-3.844, 8.817, 4.822], [-3.929, 9.773, 5.744], [-3.443, 9.738, 6.843], [-4.646, 10.773, 5.239], [-4.819, 11.878, 6.128], [-3.092, 6.972, 4.417], [-2.067, 7.959, 5.469], [-3.560, 7.207, 6.107], [-3.857, 12.316, 6.388], [-5.349, 11.569, 7.026], [-5.414, 12.616, 5.598], [2.489, -1.900, -7.845], [3.174, -2.355, -9.021], [2.700, -1.853, -10.154], [1.782, -1.084, -10.261], [3.420, -2.350, -11.161], [3.016, -1.890, -12.451], [2.963, -2.376, -6.992], [2.574, -0.825, -7.735], [1.441, -2.199, -7.878], [3.123, -0.810, -12.525], [1.988, -2.182, -12.659], [3.674, -2.364, -13.173], [4.629, 5.078, -2.235], [4.632, 6.453, -2.625], [4.832, 6.652, -3.924], [5.002, 5.796, -4.751], [4.810, 7.963, -4.151], [5.013, 8.326, -5.517], [4.458, 5.057, -1.163], [3.827, 4.539, -2.735], [5.589, 4.615, -2.452], [4.227, 7.913, -6.146], [5.989, 7.991, -5.863], [4.972, 9.410, -5.563]]
}